Entry 1:
{"formula": "C50H44N2OReS3Sb", "method": "ωB97M-V/def2-TZVPD", "multiplicity": 2, "charge": 3, "gap_ev": [4.73, 4.99], "homo_ev": [-14.82, -14.83], "total_energy_ha": -3628.64923, "symbols": ["Re", "Sb", "S", "S", "S", "O", "N", "N", "C", "C", "C", "C", "C", "C", "C", "C", "C", "C", "C", "C", "C", "C", "C", "C", "C", "C", "C", "C", "C", "C", "C", "C", "C", "C", "C", "C", "C", "C", "C", "C", "C", "C", "C", "C", "C", "C", "C", "C", "C", "C", "C", "C", "C", "C", "C", "C", "C", "C", "H", "H", "H", "H", "H", "H", "H", "H", "H", "H", "H", "H", "H", "H", "H", "H", "H", "H", "H", "H", "H", "H", "H", "H", "H", "H", "H", "H", "H", "H", "H", "H", "H", "H", "H", "H", "H", "H", "H", "H", "H", "H", "H", "H"], "xyz": [[0.836, -0.139, -0.431], [-2.657, 1.173, 1.295], [5.160, -2.085, 4.874], [-0.331, 1.500, 0.710], [3.653, 4.659, -4.851], [0.118, -1.560, -1.193], [2.105, 1.320, -1.213], [2.440, -0.154, 0.920], [2.828, 2.885, -2.883], [4.719, 0.534, 1.179], [0.561, -4.421, -3.443], [-3.172, 5.525, 3.312], [3.135, -3.475, 5.533], [4.079, 2.909, -2.279], [2.501, 3.641, -4.094], [-0.502, -5.212, -3.031], [1.444, -1.028, -4.029], [1.334, 3.631, -4.808], [1.946, -2.312, -3.356], [-2.752, 5.430, 1.988], [-1.342, -2.937, 1.076], [-3.770, 0.974, -0.444], [3.711, -1.027, 2.756], [3.746, -1.910, 3.924], [5.797, 1.344, 0.658], [-3.753, -1.240, 2.811], [-5.663, 0.124, -1.629], [1.378, 4.445, -5.966], [5.623, 2.109, -0.443], [-2.066, -3.098, -0.269], [2.994, -2.037, -2.274], [-3.308, 3.128, 3.475], [4.800, -0.283, 2.320], [-2.769, -0.254, 2.794], [-1.887, -0.073, 3.860], [1.856, 2.068, -2.291], [4.420, -3.227, 5.891], [-2.604, 4.188, 1.395], [-3.451, 4.383, 4.053], [3.334, 1.358, -0.642], [-1.343, -4.772, -2.021], [2.749, -2.716, 4.403], [-3.476, 1.858, -1.482], [-3.854, -2.057, 3.930], [-2.854, -1.832, -0.625], [2.581, 5.058, -6.106], [3.514, 0.561, 0.508], [-0.079, -2.801, -1.858], [4.355, 2.142, -1.135], [-1.143, -3.548, -1.396], [-4.296, 1.865, -2.600], [2.531, -0.919, 2.007], [-5.385, 1.001, -2.671], [-2.984, -1.886, 5.001], [-2.883, 3.049, 2.151], [-2.001, -0.902, 4.966], [0.794, -3.180, -2.864], [-4.856, 0.103, -0.499], [-2.201, -0.967, -0.777], [0.563, 4.566, -6.666], [-2.628, 2.532, -1.428], [-1.128, 0.701, 3.839], [0.456, 3.058, -4.527], [-2.067, -2.766, 1.875], [4.867, 3.528, -2.697], [6.752, 1.332, 1.173], [2.893, 5.731, -6.892], [2.286, -0.423, -4.382], [-5.097, -0.573, 0.308], [3.324, -2.955, -1.786], [-2.276, 4.120, 0.364], [-2.790, -3.903, -0.141], [2.452, -2.891, -4.129], [-3.078, -2.521, 5.874], [-3.284, 6.500, 3.769], [-1.335, -0.766, 5.809], [-3.438, -1.965, -1.537], [5.738, -0.328, 2.865], [1.758, -2.779, 3.966], [3.868, -1.537, -2.697], [2.627, -1.367, -1.465], [-6.028, 1.018, -3.544], [-3.790, 4.466, 5.077], [0.854, 2.018, -2.692], [6.438, 2.716, -0.823], [1.218, -4.766, -4.235], [0.814, -1.263, -4.887], [1.637, -1.456, 2.296], [-2.551, 6.326, 1.416], [-4.097, 2.557, -3.408], [-4.626, -2.815, 3.969], [2.499, -4.178, 6.051], [-0.767, -3.831, 1.327], [-3.533, 2.239, 4.052], [-2.176, -5.390, -1.704], [-4.437, -1.386, 1.988], [-0.656, -2.084, 1.077], [-3.547, -1.590, 0.186], [4.976, -3.662, 6.709], [-6.519, -0.536, -1.685], [-0.674, -6.173, -3.500], [0.847, -0.413, -3.352]], "forces_ev_per_a": [[0.6, 0.8, 1.1], [-0.1, 0.1, 0.2], [0.4, 0.1, 0.1], [0.0, -0.4, -0.7], [0.3, 0.2, 0.0], [-0.4, 0.0, -0.4], [-0.3, -0.3, -0.3], [-0.4, -0.5, -0.4], [0.0, 0.1, -0.2], [0.5, 0.0, 0.2], [-0.1, -0.1, -0.1], [0.0, 0.0, 0.0], [-0.3, 0.0, -0.2], [0.2, 0.1, -0.1], [0.2, -0.1, 0.2], [0.0, 0.0, 0.0], [0.1, 0.0, -0.1], [-0.4, -0.1, -0.1], [-0.2, 0.1, 0.2], [0.0, 0.0, 0.0], [-0.1, -0.2, 0.0], [-0.1, 0.2, 0.0], [0.0, -0.1, 0.2], [0.1, 0.2, -0.2], [0.0, -0.1, 0.1], [0.1, 0.1, 0.4], [0.0, 0.0, 0.1], [-0.3, -0.2, 0.1], [0.0, 0.1, -0.1], [0.3, 0.2, -0.1], [-0.1, 0.0, 0.0], [0.0, 0.1, 0.0], [0.2, 0.1, 0.0], [-0.1, 0.0, 0.0], [-0.1, -0.2, 0.0], [0.0, -0.1, 0.3], [0.3, 0.0, 0.2], [0.0, 0.0, 0.1], [0.0, 0.0, 0.0], [-0.2, -0.1, 0.0], [-0.1, -0.2, 0.0], [-0.5, -0.2, 0.0], [-0.2, -0.1, 0.0], [0.0, 0.0, 0.0], [0.3, -0.6, 0.2], [0.2, 0.2, -0.1], [-0.1, 0.0, 0.0], [0.4, 0.4, 0.2], [0.4, 0.3, -0.1], [-0.5, -0.1, 0.4], [-0.1, 0.0, -0.1], [-0.2, 0.1, -0.1], [0.1, 0.0, 0.0], [0.0, 0.0, 0.0], [0.0, 0.0, 0.0], [0.0, 0.0, 0.1], [0.4, 0.2, -0.2], [-0.4, 0.7, -0.3], [0.0, -0.2, 0.0], [0.0, 0.0, 0.1], [0.0, 0.0, 0.0], [0.0, 0.0, 0.0], [0.1, 0.1, -0.1], [0.2, -0.1, -0.1], [0.0, 0.0, 0.0], [-0.1, 0.0, 0.0], [0.0, 0.0, 0.1], [-0.1, -0.1, 0.0], [-0.2, 0.2, 0.0], [0.0, 0.0, 0.0], [0.0, 0.0, 0.0], [0.0, -0.1, 0.0], [0.0, -0.1, 0.0], [0.0, 0.0, -0.1], [0.0, 0.0, 0.0], [0.0, 0.0, 0.0], [0.0, 0.0, 0.0], [-0.1, 0.0, 0.0], [0.1, 0.0, 0.1], [-0.1, 0.0, 0.0], [0.0, -0.1, -0.1], [0.0, 0.0, 0.1], [0.0, 0.0, 0.0], [0.0, -0.1, 0.0], [-0.1, 0.0, 0.0], [0.0, 0.0, 0.1], [0.0, 0.0, 0.0], [0.0, 0.0, -0.1], [0.0, 0.0, 0.0], [0.0, 0.0, 0.0], [0.0, 0.0, 0.0], [0.0, 0.1, 0.0], [0.0, 0.0, 0.0], [0.0, 0.0, 0.0], [0.1, 0.0, 0.0], [0.0, 0.0, 0.1], [0.0, 0.0, 0.0], [0.5, -0.4, -0.3], [0.0, 0.0, -0.1], [0.0, 0.0, 0.0], [0.0, 0.1, 0.0], [0.0, 0.0, 0.1]]}

Entry 2:
{"formula": "C50H45AsBrN4O6Tl", "method": "ωB97M-V/def2-TZVPD", "gap_ev": 7.73, "homo_ev": -7.53, "total_energy_ha": -7585.07980, "symbols": ["Tl", "Br", "As", "O", "O", "O", "O", "O", "O", "N", "N", "N", "N", "C", "C", "C", "C", "C", "C", "C", "C", "C", "C", "C", "C", "C", "C", "C", "C", "C", "C", "C", "C", "C", "C", "C", "C", "C", "C", "C", "C", "C", "C", "C", "C", "C", "C", "C", "C", "C", "C", "C", "C", "C", "C", "C", "C", "C", "C", "C", "C", "C", "C", "H", "H", "H", "H", "H", "H", "H", "H", "H", "H", "H", "H", "H", "H", "H", "H", "H", "H", "H", "H", "H", "H", "H", "H", "H", "H", "H", "H", "H", "H", "H", "H", "H", "H", "H", "H", "H", "H", "H", "H", "H", "H", "H", "H", "H"], "xyz": [[-0.220, 0.122, 0.293], [-4.747, -5.426, -4.015], [-1.915, -0.800, 2.180], [2.520, 1.328, -4.812], [-1.647, -0.496, -1.302], [-0.707, 1.996, 1.482], [1.204, -1.120, -0.857], [-1.910, 3.977, 3.026], [-2.711, -2.118, -0.198], [1.857, 0.560, 1.021], [-0.047, 1.743, -1.479], [2.876, -0.233, 0.495], [0.692, 1.608, -6.113], [0.613, 2.169, -3.726], [0.162, 4.440, 4.003], [0.060, 3.438, -3.654], [-2.263, -1.620, -1.228], [-0.575, 2.966, -1.406], [2.423, -1.039, -0.426], [0.035, 2.685, 2.308], [0.549, 1.357, -2.606], [-0.535, 3.847, -2.473], [-0.517, 1.375, 6.106], [-0.749, 1.753, -6.266], [-2.633, -3.761, -4.927], [2.138, 3.240, 3.458], [-3.685, -0.145, 1.800], [-2.227, 1.011, 4.454], [-2.096, -2.608, 2.841], [-3.343, -3.368, -2.651], [-1.395, 0.119, 3.795], [0.320, 0.489, 5.440], [-1.765, -3.702, 2.049], [-4.802, -0.709, 2.402], [-3.839, 0.887, 0.882], [-5.103, 1.369, 0.584], [3.412, -1.946, -1.077], [-2.501, -2.801, 4.160], [-2.283, -5.178, 3.877], [5.227, -3.634, -2.331], [2.322, 2.279, -7.863], [-6.219, 0.815, 1.195], [-6.067, -0.223, 2.102], [-1.786, 1.637, 5.613], [4.000, -3.374, -2.924], [-1.140, 2.918, -7.160], [-0.118, -0.140, 4.285], [1.522, 4.210, 4.209], [5.546, -3.052, -1.111], [4.644, -2.206, -0.486], [-2.401, -2.353, -2.539], [1.424, 2.472, 2.520], [-2.455, 4.331, 1.768], [-1.576, -2.043, -3.612], [2.228, 1.477, 1.838], [3.092, -2.536, -2.294], [-1.687, -2.753, -4.798], [-0.563, 3.717, 3.082], [-3.453, -4.052, -3.848], [-2.605, -4.086, 4.671], [1.353, 1.660, -4.930], [1.460, 1.171, -7.279], [-1.856, -4.984, 2.572], [4.882, -1.739, 0.459], [2.124, -2.341, -2.734], [-2.974, 1.319, 0.392], [-3.966, -3.610, -1.802], [-2.431, 2.345, 6.117], [0.544, -0.828, 3.768], [-6.935, -0.665, 2.573], [2.075, 4.788, 4.936], [-2.929, -4.232, 5.693], [-0.370, 5.194, 4.569], [-2.226, 2.988, -7.229], [-0.760, 3.862, -6.767], [-0.172, 1.875, 7.001], [-1.142, 0.819, -6.679], [-1.600, -5.832, 1.951], [3.748, -3.826, -3.873], [-7.208, 1.186, 0.957], [-1.032, -2.528, -5.631], [-0.750, 2.794, -8.170], [-1.464, -3.555, 1.022], [-3.208, 1.240, 4.056], [-1.803, 5.047, 1.255], [-5.216, 2.173, -0.132], [3.195, 3.044, 3.582], [0.743, 0.803, -8.014], [-3.410, 4.811, 1.976], [2.865, 1.915, -8.735], [5.934, -4.294, -2.818], [6.500, -3.261, -0.644], [3.301, 1.509, 2.036], [-2.360, -6.180, 4.278], [-0.845, -1.255, -3.496], [-2.732, -4.316, -5.849], [-4.698, -1.533, 3.098], [1.317, 0.298, 5.813], [3.051, 2.612, -7.126], [0.103, 4.099, -4.511], [-0.966, 4.833, -2.373], [0.965, 0.359, -2.609], [2.091, 0.335, -6.975], [-1.016, 3.227, -0.457], [-2.612, 3.456, 1.140], [1.717, 3.133, -8.169], [-1.196, 1.866, -5.278], [-2.718, -1.954, 4.801]], "forces_ev_per_a": [[-0.4, 0.0, 0.2], [0.0, 0.0, 0.0], [0.1, 0.0, -0.1], [0.1, 0.0, 0.0], [0.0, 0.1, -0.3], [0.0, 0.1, 0.0], [0.2, -0.2, 0.1], [-0.1, -0.2, 0.1], [-0.1, -0.1, 0.1], [0.4, 0.0, 0.1], [0.1, 0.2, 0.0], [-0.4, 0.2, 0.2], [0.0, 0.0, -0.1], [0.0, -0.1, 0.0], [0.0, 0.0, 0.0], [0.0, 0.1, 0.0], [0.1, 0.0, -0.1], [0.1, 0.0, -0.1], [0.0, -0.2, -0.3], [0.0, -0.1, 0.0], [-0.1, 0.0, 0.0], [0.0, 0.0, 0.0], [0.0, 0.0, 0.0], [0.0, -0.1, 0.1], [0.0, 0.0, 0.0], [-0.1, 0.0, 0.0], [-0.1, -0.1, 0.0], [0.0, 0.0, 0.0], [0.1, 0.0, 0.0], [0.0, 0.0, 0.0], [0.0, -0.1, 0.1], [0.0, 0.0, 0.0], [0.0, 0.0, -0.1], [0.0, 0.0, 0.0], [0.1, 0.1, 0.0], [0.0, 0.0, 0.0], [0.0, 0.1, 0.1], [0.0, 0.0, 0.0], [0.0, 0.0, 0.0], [0.0, 0.0, 0.0], [0.0, 0.0, 0.0], [0.0, 0.0, 0.0], [0.0, 0.0, 0.0], [0.0, 0.0, 0.0], [0.0, 0.0, 0.1], [0.0, 0.0, 0.0], [0.0, 0.1, 0.1], [0.0, 0.0, 0.0], [0.0, 0.0, 0.0], [0.1, 0.0, 0.0], [-0.1, 0.0, 0.0], [0.1, -0.1, -0.1], [0.0, 0.1, 0.0], [0.0, 0.0, 0.0], [0.1, 0.0, 0.0], [0.0, -0.1, 0.0], [0.0, 0.0, 0.0], [0.0, 0.1, 0.1], [0.0, 0.0, 0.0], [0.0, 0.0, 0.0], [0.0, 0.0, 0.1], [0.0, -0.1, 0.0], [0.0, 0.0, 0.0], [0.0, 0.0, 0.0], [0.0, 0.0, 0.0], [0.0, 0.0, 0.0], [0.0, 0.0, 0.0], [0.0, 0.0, 0.0], [0.0, 0.0, 0.0], [0.0, 0.0, 0.0], [0.0, 0.0, 0.0], [0.0, 0.0, 0.0], [0.0, 0.0, 0.0], [0.0, 0.0, 0.0], [0.0, 0.0, 0.0], [0.0, 0.0, 0.0], [0.0, 0.0, 0.0], [0.0, 0.0, 0.0], [0.0, 0.0, 0.0], [0.0, 0.0, 0.0], [0.0, 0.0, 0.0], [0.0, 0.0, 0.0], [0.0, 0.0, 0.0], [0.0, 0.0, 0.0], [0.0, 0.0, 0.0], [0.0, 0.0, 0.0], [0.0, 0.0, 0.0], [0.0, 0.0, 0.0], [0.0, 0.0, 0.0], [0.0, 0.0, 0.0], [0.0, 0.0, 0.0], [0.0, 0.0, 0.0], [0.0, 0.0, 0.0], [0.0, 0.0, 0.0], [0.0, 0.0, 0.0], [0.0, 0.0, 0.0], [0.0, 0.0, 0.0], [0.0, 0.0, 0.0], [0.0, 0.0, 0.0], [0.0, 0.0, 0.0], [0.0, 0.0, 0.0], [0.1, 0.0, 0.0], [0.0, 0.0, 0.0], [0.0, 0.0, 0.1], [0.0, 0.0, 0.0], [0.0, 0.0, 0.0], [0.0, 0.0, -0.1], [0.0, 0.0, 0.0]]}